No. 1
16
Properties=species:S:1:pos:R:3 method="wB97M-V/def2-TZVPD" molar_mass_g_mol=197.92 relative_energy_kcal_mol=14.7 e_tot_ha=-1997.96293 charge=0 smiles=ClCCCl.ClCCCl homo_energy_ha=-0.39152 homo_lumo_gap_ha=0.4162
Cl 2.528 -3.626 -0.247
C 1.875 -2.266 0.674
C 2.306 -2.310 2.170
Cl 3.929 -1.855 2.529
H 0.799 -2.101 0.615
H 2.260 -1.340 0.247
H 2.040 -3.301 2.540
H 1.684 -1.654 2.778
Cl -1.018 1.979 0.390
C -2.075 2.812 -0.815
C -2.576 1.900 -2.007
Cl -1.216 1.060 -2.845
H -1.375 3.498 -1.293
H -2.876 3.399 -0.366
H -2.960 2.589 -2.760
H -3.324 1.214 -1.611



No. 2
26
Properties=species:S:1:pos:R:3 method="wB97M-V/def2-TZVPD" molar_mass_g_mol=485.65 e_tot_ha=-5424.89453 charge=-1 s_squared=3.898 homo_energy_ha="-0.10953 / -0.09395" spin_multiplicity=4 homo_lumo_gap_ha="0.1448 / 0.1439"
V 0.394 2.148 0.483
P 2.407 4.770 -0.073
O 1.079 4.677 -0.795
O 2.391 4.145 1.354
O 3.700 5.523 -0.219
O 2.899 3.344 -0.319
C 2.078 -3.694 -0.939
Cl 2.048 -2.090 -0.181
Cl 0.967 -4.862 -0.172
H 1.826 -3.628 -1.997
H 3.113 -4.031 -0.881
C 0.692 -0.101 6.402
Cl -0.352 -1.464 6.761
Cl 0.530 0.312 4.652
H 0.399 0.768 6.992
H 1.708 -0.336 6.720
C -4.412 -1.146 -0.339
Cl -3.682 -2.630 -0.834
Cl -3.255 -0.032 0.450
H -4.762 -0.670 -1.255
H -5.274 -1.342 0.299
C -0.921 0.139 -5.349
Cl -0.449 0.836 -3.815
Cl -0.847 -1.627 -5.183
H -1.938 0.456 -5.579
H -0.340 0.532 -6.183



No. 3
17
Properties=species:S:1:pos:R:3 method="wB97M-V/def2-TZVPD" molar_mass_g_mol=176.64 relative_energy_kcal_mol=0.0 e_tot_ha=-1206.53659 charge=0 smiles=C[C@@H]([Si@@H](C)Cl)C(F)(F)F homo_energy_ha=-0.37713 homo_lumo_gap_ha=0.3980
C -0.483 -2.039 0.022
C 1.355 2.177 0.144
C -0.382 -0.568 0.462
C -1.615 0.078 -0.055
F -1.636 1.440 0.107
F -2.771 -0.413 0.429
F -1.755 -0.163 -1.389
Si 1.333 0.359 -0.445
Cl 2.818 -0.686 0.518
H -1.554 -2.347 0.009
H -0.047 -2.107 -0.981
H 0.147 -2.705 0.593
H 1.885 2.361 1.220
H 1.858 2.799 -0.548
H 0.361 2.572 0.250
H -0.432 -0.649 1.508
H 0.918 -0.111 -1.843



No. 4
15
Properties=species:S:1:pos:R:3 method="wB97M-V/def2-TZVPD" molar_mass_g_mol=246.55 relative_energy_kcal_mol=1.4 e_tot_ha=-1204.63737 charge=0 smiles="C=C[Si@](Cl)(I)CC" homo_energy_ha=-0.35276 homo_lumo_gap_ha=0.3717
C 1.935 -0.574 1.832
C 1.178 -1.396 1.075
C -1.374 0.603 -0.947
C -0.155 0.038 -1.713
Si 1.001 -1.337 -0.836
Cl 0.160 -3.091 -1.448
I 3.324 -1.178 -1.687
H 1.964 -0.443 2.940
H 2.486 0.147 1.264
H 0.353 -2.026 1.486
H -2.334 0.038 -0.830
H -1.263 1.223 -0.017
H -1.590 1.398 -1.731
H 0.438 0.915 -1.920
H -0.571 -0.277 -2.667



No. 5
14
Properties=species:S:1:pos:R:3 method="wB97M-V/def2-TZVPD" molar_mass_g_mol=105.57 relative_energy_kcal_mol=20.1 e_tot_ha=-672.10467 charge=0 smiles="C/C=N/[C@@H](C)Cl" homo_energy_ha=-0.35673 homo_lumo_gap_ha=0.3914
C -0.667 -1.056 -0.122
C -2.180 -1.255 -0.072
C 1.811 1.447 0.259
C 1.376 0.301 -0.525
N -0.144 0.016 -0.387
Cl 2.528 -1.135 0.043
H -0.214 -1.879 0.359
H -2.647 -1.191 0.910
H -2.338 -2.357 -0.339
H -2.551 -0.534 -0.905
H 1.221 2.348 -0.181
H 1.754 1.229 1.339
H 2.796 1.851 0.031
H 1.534 0.243 -1.576



No. 6
14
Properties=species:S:1:pos:R:3 method="wB97M-V/def2-TZVPD" molar_mass_g_mol=105.57 relative_energy_kcal_mol=65.2 e_tot_ha=-672.03279 charge=0 homo_energy_ha=-0.33007 homo_lumo_gap_ha=0.3596
C 1.572 -1.597 -0.786
C -1.002 1.630 1.026
C -1.258 -0.477 -0.276
C -0.853 1.004 -0.096
N 2.079 -0.921 0.185
Cl 1.961 -0.829 -2.320
H 1.586 -1.174 1.087
H -0.814 2.720 1.267
H -1.241 0.856 1.792
H -0.593 -1.036 -0.917
H -2.161 -0.385 -0.830
H -1.613 -1.076 0.547
H -0.470 1.430 -1.045
H 2.806 -0.143 0.367



No. 7
16
Properties=species:S:1:pos:R:3 method="wB97M-V/def2-TZVPD" molar_mass_g_mol=135.57 relative_energy_kcal_mol=134.7 e_tot_ha=-801.67330 charge=+1 homo_energy_ha="-0.45630 / -0.46294" homo_lumo_gap_ha="0.2952 / 0.2921"
C 1.266 0.497 0.344
C 0.879 1.610 -0.316
C -1.498 0.051 0.153
C 2.630 -0.104 0.465
N 0.516 -0.175 1.236
N -2.905 -0.446 0.179
O -0.767 -0.326 1.178
Cl -0.484 2.453 0.151
H 1.733 2.060 -0.908
H -1.008 0.417 -0.673
H 2.693 -0.588 1.405
H 3.313 0.751 0.465
H 2.686 -0.773 -0.283
H -3.378 0.222 0.793
H -2.868 -1.397 0.523
H -3.366 -0.233 -0.784



No. 8
16
Properties=species:S:1:pos:R:3 method="wB97M-V/def2-TZVPD" molar_mass_g_mol=153.63 relative_energy_kcal_mol=65.0 e_tot_ha=-1145.49898 charge=0 homo_energy_ha=-0.31564 homo_lumo_gap_ha=0.3373
C -0.579 1.300 0.344
C 0.406 0.834 -0.813
C -1.623 0.171 0.577
C 1.532 -0.960 0.158
N 0.647 -0.508 -0.798
O -0.654 -2.612 -0.405
S -0.814 -1.280 -0.939
Cl -3.231 0.520 0.134
H -0.032 1.363 1.294
H -1.011 2.295 0.126
H -0.037 1.084 -1.818
H 1.486 1.271 -0.758
H -1.624 -0.092 1.670
H 2.514 -0.791 -0.228
H 1.517 -0.514 1.161
H 1.504 -2.080 0.294



No. 9
15
Properties=species:S:1:pos:R:3 method="wB97M-V/def2-TZVPD" molar_mass_g_mol=137.64 relative_energy_kcal_mol=91.9 e_tot_ha=-1070.17800 charge=0 homo_energy_ha="-0.33059 / -0.27326" homo_lumo_gap_ha="0.3317 / 0.2715"
C -0.599 -0.581 0.248
C 0.291 -1.754 -0.248
C 2.471 -0.265 -0.584
C -0.086 1.788 0.294
N -0.372 0.609 -0.459
S 2.053 -1.609 0.354
Cl 3.434 0.997 -0.063
H -1.437 -1.092 -0.210
H -0.352 -0.638 1.316
H 0.020 -2.734 0.149
H 0.461 -1.798 -1.389
H 2.186 -0.304 -1.727
H -0.480 2.729 -0.201
H -0.563 1.858 1.154
H 0.988 1.886 0.367



No. 10
19
Properties=species:S:1:pos:R:3 method="wB97M-V/def2-TZVPD" molar_mass_g_mol=247.98 e_tot_ha=-2676.95981 charge=+2 s_squared=12.077 homo_energy_ha="-0.63800 / -0.63801" spin_multiplicity=7 homo_lumo_gap_ha="0.2087 / 0.2317"
O 28.812 -24.524 -20.947
V 29.668 -23.707 -21.951
Mn 26.647 -21.011 -22.683
F 28.378 -22.005 -21.925
F 25.564 -21.616 -21.203
O 30.393 -22.584 -19.857
C 31.012 -21.978 -18.966
O 31.355 -22.506 -17.823
C 31.327 -23.931 -17.540
C 32.736 -24.292 -17.069
C 31.156 -20.517 -19.088
H 30.880 -24.561 -18.307
H 30.673 -24.060 -16.678
H 32.826 -25.323 -16.737
H 32.970 -23.658 -16.215
H 33.448 -24.076 -17.866
H 32.221 -20.268 -19.148
H 30.843 -19.944 -18.215
H 30.622 -20.167 -19.964



No. 11
17
Properties=species:S:1:pos:R:3 method="wB97M-V/def2-TZVPD" molar_mass_g_mol=138.12 relative_energy_kcal_mol=0.0 e_tot_ha=-541.68735 charge=0 smiles="C[C@](N)(C(N)=O)C(F)F" homo_energy_ha=-0.34692 homo_lumo_gap_ha=0.3790
C -0.548 -0.239 -1.037
C -0.919 -0.443 1.267
C 1.523 0.283 0.463
C -0.041 0.373 0.278
N -0.032 -1.427 -1.405
N -0.431 1.786 0.276
O -1.377 0.310 -1.676
F 2.107 0.513 -0.775
F 1.968 -0.897 0.858
H -0.345 -1.314 1.429
H -1.144 0.230 2.175
H -1.867 -0.544 0.834
H 2.009 1.002 1.010
H 0.587 -2.074 -0.933
H -0.517 -1.838 -2.330
H 0.259 2.505 -0.003
H -1.232 1.771 -0.432



No. 12
17
Properties=species:S:1:pos:R:3 method="wB97M-V/def2-TZVPD" molar_mass_g_mol=145.10 relative_energy_kcal_mol=0.0 e_tot_ha=-607.20925 charge=0 s_squared=0.754 homo_energy_ha="-0.36368 / -0.38311" spin_multiplicity=2 homo_lumo_gap_ha="0.3946 / 0.3217"
H 0.630 0.412 -1.428
C -0.721 -0.578 1.946
O -0.765 0.120 0.725
C -0.003 1.304 0.725
C 0.088 1.836 -0.662
H -1.123 0.042 2.765
H -1.339 -1.476 1.839
H 0.314 -0.875 2.187
H 1.013 1.112 1.123
H -0.485 2.044 1.400
H 0.834 2.615 -0.835
H -0.850 1.920 -1.218
C 0.490 -1.656 -1.707
F 0.564 -2.317 -0.536
F 0.997 -2.464 -2.643
F -0.820 -1.511 -1.979
O 1.175 -0.529 -1.703



No. 13
16
Properties=species:S:1:pos:R:3 method="wB97M-V/def2-TZVPD" molar_mass_g_mol=144.08 relative_energy_kcal_mol=0.0 e_tot_ha=-798.10366 charge=0 smiles="F/C=C/F.CP(C)F" homo_energy_ha=-0.34073 homo_lumo_gap_ha=0.3762
C 3.194 -0.546 -0.753
C 1.284 0.650 0.712
C -3.748 0.887 -0.215
C -3.670 -0.425 0.046
F -2.613 1.573 -0.308
F 1.966 -1.939 1.460
F -4.716 -1.213 -0.115
P 1.578 -1.094 0.032
H 2.712 -0.129 -1.684
H 3.828 -1.345 -1.042
H 3.614 0.263 -0.250
H 1.215 1.135 -0.237
H 2.294 0.892 1.032
H 0.504 0.893 1.416
H -4.701 1.203 -0.559
H -2.742 -0.805 0.467



No. 14
28
Properties=species:S:1:pos:R:3 method="wB97M-V/def2-TZVPD" molar_mass_g_mol=379.34 relative_energy_kcal_mol=2.0 e_tot_ha=-2617.96682 charge=0 homo_energy_ha=-0.37348 homo_lumo_gap_ha=0.3533
K -0.356 -1.508 -2.278
F 3.274 1.612 -0.092
C 3.960 0.476 0.152
F 5.095 0.482 -0.619
F 4.280 0.426 1.472
S 3.037 -1.123 -0.205
O 2.555 -1.038 -1.572
O 3.953 -2.207 0.073
N 1.910 -1.130 0.841
S 0.599 -0.466 1.209
O -0.467 -1.308 0.705
O 0.467 0.962 1.153
C 0.817 -0.811 2.966
F 0.846 -2.150 3.130
F -0.120 -0.244 3.739
F 2.036 -0.255 3.218
N -3.390 -0.702 -1.633
C -3.559 0.759 -1.339
C -2.267 1.345 -0.705
N -1.085 0.856 -1.367
H -4.227 -1.050 -2.137
H -3.430 -1.164 -0.716
H -4.358 0.980 -0.632
H -3.764 1.319 -2.259
H -2.218 1.033 0.341
H -2.386 2.426 -0.665
H -0.321 1.021 -0.651
H -0.881 1.460 -2.129



No. 15
14
Properties=species:S:1:pos:R:3 method="wB97M-V/def2-TZVPD" molar_mass_g_mol=89.11 relative_energy_kcal_mol=27.1 e_tot_ha=-311.77625 charge=0 smiles=CN1CC(F)C1 homo_energy_ha=-0.33176 homo_lumo_gap_ha=0.3733
C 0.228 0.458 -1.688
C -1.055 -0.240 0.228
C -0.208 -0.536 1.453
C 0.948 -0.018 0.619
H 1.256 0.519 -2.059
H -0.434 0.090 -2.479
H -0.042 1.489 -1.400
H -1.907 -0.844 0.009
H -1.312 0.851 0.266
H -0.460 -0.045 2.410
H 1.903 -0.550 0.781
H 1.063 1.091 0.767
N 0.175 -0.376 -0.551
F -0.155 -1.889 1.644



No. 16
14
Properties=species:S:1:pos:R:3 method="wB97M-V/def2-TZVPD" molar_mass_g_mol=89.11 relative_energy_kcal_mol=75.9 e_tot_ha=-311.69845 charge=0 smiles=C[C@H]1N[C@@H]1CF homo_energy_ha=-0.34598 homo_lumo_gap_ha=0.3857
C 2.416 0.052 -0.269
C 0.904 -0.251 -0.277
C -0.118 0.764 0.359
C -1.455 0.680 -0.239
H 2.751 -0.036 -1.432
H 3.186 -0.764 0.233
H 2.829 1.011 0.182
H 0.553 -0.555 -1.292
H -0.725 -1.058 0.504
H 0.095 1.751 0.983
H -1.674 1.228 -1.253
H -2.170 1.073 0.520
N 0.096 -0.569 1.035
F -1.778 -0.681 -0.348



No. 17
14
Properties=species:S:1:pos:R:3 method="wB97M-V/def2-TZVPD" molar_mass_g_mol=89.11 relative_energy_kcal_mol=74.7 e_tot_ha=-311.70041 charge=0 smiles=CN[C@@H]1C[C@H]1F homo_energy_ha=-0.31700 homo_lumo_gap_ha=0.3579
C -1.789 -0.758 0.026
C 0.323 0.468 -0.371
C 1.772 0.410 -0.264
C 0.827 0.430 0.947
H -1.407 -0.836 1.119
H -2.723 0.006 -0.157
H -2.201 -1.886 -0.063
H -0.724 -0.599 -1.943
H 0.180 1.502 -0.732
H 2.492 1.194 -0.838
H 2.239 -0.646 -0.250
H 0.757 -0.380 1.783
N -0.673 -0.543 -0.842
F 0.926 1.639 1.583



No. 18
15
Properties=species:S:1:pos:R:3 method="wB97M-V/def2-TZVPD" molar_mass_g_mol=103.12 relative_energy_kcal_mol=25.2 e_tot_ha=-366.30740 charge=+1 smiles="NC(=[NH2+])C1(F)CC1" homo_energy_ha=-0.56353 homo_lumo_gap_ha=0.4191
C -0.886 0.093 -0.171
C 1.657 0.354 0.111
C 1.454 -1.098 0.397
C 0.289 -0.119 0.633
N -1.940 0.655 0.400
N -0.911 0.079 -1.502
F 0.014 0.064 1.953
H 2.169 1.103 0.630
H 1.633 0.687 -0.894
H 1.476 -1.860 -0.249
H 1.921 -1.428 1.300
H -2.065 0.592 1.482
H -2.814 0.652 -0.142
H -0.196 -0.287 -2.122
H -1.803 0.514 -1.827



No. 19
16
Properties=species:S:1:pos:R:3 method="wB97M-V/def2-TZVPD" molar_mass_g_mol=121.11 relative_energy_kcal_mol=24.3 e_tot_ha=-462.28303 charge=0 smiles="CN(C)[C@H](F)C(=O)O" homo_energy_ha=-0.36979 homo_lumo_gap_ha=0.3937
C 2.114 0.377 -0.041
C -0.667 0.123 1.340
C -1.537 -0.337 -0.798
C 0.752 -0.474 -0.577
N -0.434 0.236 -0.083
O 3.173 -0.110 0.275
O 1.877 1.656 -0.172
F 0.722 -1.774 -0.189
H -0.905 -0.841 1.580
H 0.128 0.430 2.147
H -1.562 0.668 1.519
H -1.670 -1.320 -0.502
H -2.424 0.247 -0.621
H -1.248 -0.316 -1.843
H 0.773 -0.435 -1.713
H 0.909 1.870 -0.323



No. 20
16
Properties=species:S:1:pos:R:3 method="wB97M-V/def2-TZVPD" molar_mass_g_mol=121.11 relative_energy_kcal_mol=41.8 e_tot_ha=-462.25502 charge=0 homo_energy_ha=-0.35440 homo_lumo_gap_ha=0.3739
C 2.157 0.324 0.166
C -1.009 -1.162 -0.703
C 0.842 0.638 -0.587
C -1.216 0.751 0.766
N -0.312 -0.039 0.039
O 2.120 -0.724 0.937
O 3.148 0.938 0.039
F -2.394 0.971 0.174
H -1.987 -1.386 -0.177
H -1.328 -0.859 -1.700
H -0.514 -2.122 -0.678
H 1.032 0.088 -1.580
H 0.666 1.756 -0.683
H -1.692 0.165 1.968
H -0.724 1.773 1.135
H 1.211 -1.112 0.884